No. 1
Here is a structure of composition C23H28InNO2 at a distorted geometry from OMol25. Energies are from the ωB97M-V functional and the def2-TZVPD basis.

```
55
C23H28InNO2, DFT the ωB97M-V functional and the def2-TZVPD basis
H -0.46980 3.48760 -4.35400
C -2.21680 0.65890 -4.17140
C 0.96600 0.72200 -5.35020
C -1.29790 -1.52800 1.22920
N -1.61570 1.80170 -4.61570
H 2.47480 -1.66570 -0.48770
C 2.22580 -0.62650 -0.36810
H -0.45680 2.40640 -2.99610
H 2.39900 -0.33170 1.83200
C -1.29360 -2.26930 -3.45450
C -1.67900 0.13690 -2.85650
C 0.88840 1.85430 -4.55030
H -2.94480 -0.47990 0.19860
H -3.90230 -1.48130 -3.45030
H -1.48430 -3.30730 -3.18710
H 0.05840 0.22760 -5.66820
O 0.00000 0.00000 2.00000
C -0.42910 2.43200 -4.08440
C 2.19940 0.22300 -5.75160
C 1.83060 1.40940 0.57140
C -0.29590 -2.24890 -0.68470
H 4.32950 0.46770 -5.67480
C 2.18440 0.07550 0.85840
C 0.00000 0.00000 3.42000
H -0.59440 0.27730 -2.86310
C -3.48440 -1.59050 -2.45500
H -1.50210 -1.31670 2.26550
H -0.21500 -2.11430 -3.46430
H 0.23620 -1.01620 3.79940
H -1.67310 -2.10520 -4.45690
C -2.06170 -1.08790 0.12840
C 1.86280 0.26530 -1.40240
H 2.24210 -0.66060 -6.37460
H 1.79810 0.03590 -2.45230
H 4.20750 2.48390 -4.24260
H -3.99700 -0.89940 -1.78750
C 2.07010 2.47810 -4.15380
H 2.02420 3.34940 -3.51210
C -1.97600 -1.31930 -2.47540
C -0.20090 -2.24520 0.72370
H 1.29240 2.40740 -1.32930
H -2.03570 0.79800 -2.06760
H 1.65940 2.18740 1.29470
C -1.44500 -1.52730 -1.07270
C 3.36930 0.85510 -5.36210
H 0.41100 -2.70320 -1.35530
H 0.77710 0.70390 3.78170
O -3.12410 0.14470 -4.81690
C 3.29990 1.98770 -4.55960
In 0.00000 0.00000 0.00000
H -1.94000 2.09670 -5.52320
H 0.59110 -2.68680 1.30470
C 1.62990 1.52610 -0.81500
H -3.67890 -2.60090 -2.09780
H -0.98750 0.33570 3.79980
```

The total charge is 0. Its HOMO energy is -6.9152 eV. Its lowest unoccupied orbital energy is -0.4 eV. The energy relative to the best compared isomer or geometry (same formula, charge and spin) is 0.00 kcal/mol. The calculation puts the HOMO-LUMO gap at 6.5 eV. The calculation puts the total energy at -35058.99584 eV.

No. 2
Here is a structure of composition C19H30FN3O3SeW at a distorted geometry from OMol25. Energies are from the ωB97M-V functional and the def2-TZVPD basis.

```
58
C19H30FN3O3SeW, DFT the ωB97M-V functional and the def2-TZVPD basis
C 1.90067 1.58030 1.19652
C -2.67343 1.08600 -0.23108
H 0.25097 -1.08220 4.33182
O -0.53213 -0.79440 1.74112
H 2.38247 -5.13120 0.07902
Se 1.52297 0.22160 -1.61908
C 1.58297 -4.46570 0.41312
H 0.68277 3.44480 -4.27248
H -1.27673 1.11160 1.26842
H 1.14987 0.77030 1.29892
C 1.31427 2.12760 -1.18048
H -2.57823 -2.42140 2.25772
H -1.81703 -3.23720 3.63882
C -1.86963 -2.30600 3.07642
C -2.07053 -1.25490 -0.51428
H -0.87593 2.06560 -0.01578
C 0.76437 6.27930 -0.21978
C -3.17883 -0.34390 -0.00858
C 0.08707 -2.91820 -2.50958
N 0.38467 -4.92980 -1.71458
H 1.36707 4.22510 1.47642
H -0.10263 -2.06630 -3.14228
N -1.28103 1.16280 0.24522
C 0.54627 -1.85600 3.62612
C 0.79647 4.37500 -1.84138
H -0.44913 -4.71580 -3.67638
C 0.84717 2.60350 -3.60488
C 0.78937 -4.02460 -0.76478
H 2.04177 2.06100 2.16072
O -1.82173 -2.42550 -0.04238
H -0.18623 -2.81000 1.83432
H 0.60627 -2.80970 4.14332
W 0.00807 -1.05720 -0.13918
H -2.66543 1.31260 -1.30208
C 1.25477 3.89550 0.45172
H 1.75317 2.07460 -3.89408
H -3.32743 1.80860 0.27492
O -1.38213 -0.82150 -1.53538
H 2.03907 -3.60720 0.89602
H -4.10413 -0.52170 -0.56268
H -3.36113 -0.54540 1.05122
H 0.97137 -5.00660 1.13752
C 1.48217 2.55750 0.14442
N 0.60157 -2.76760 -1.23178
H 2.83567 1.10200 0.89942
F 1.70577 -1.53720 0.82652
H -0.03763 6.71360 -0.81378
H 0.41347 -5.92820 -1.60798
H 0.57117 5.09270 -2.61928
C 0.92707 4.82040 -0.53008
C -0.06343 -4.23310 -2.80168
C 0.98347 3.04620 -2.18428
H 1.68147 6.81470 -0.46848
H 0.02147 1.89980 -3.70188
H -2.20253 -1.50560 3.73452
C -0.48873 -1.96440 2.49852
H 1.52047 -1.60680 3.21282
H 0.55827 6.44260 0.83472
```

The total charge is 0. Its HOMO energy (alpha / beta) is -6.7994 / -6.9027 eV. Its lowest unoccupied orbital energy (alpha / beta) is 0.1 / 0.0 eV. The calculation puts the HOMO-LUMO gap (alpha / beta) at 6.9 / 6.9 eV. The calculation puts the total energy at -100694.23605 eV.

No. 3
Here is an isolated molecule of C7H6O3 at a distorted geometry from OMol25. Energies are from the ωB97M-V functional and the def2-TZVPD basis.

```
16
C7H6O3, DFT the ωB97M-V functional and the def2-TZVPD basis
O -2.81376 -0.92296 -0.19086
O -2.12140 1.34144 0.06199
C 1.87561 -0.03015 -0.16427
H 2.23889 2.17397 -0.28989
C -0.84350 0.98232 0.14582
H 2.77893 -0.58389 -0.19024
H 0.00371 2.93371 0.04563
O 1.15304 -2.16558 0.00275
H 1.66108 -2.31196 0.92476
C -0.58787 -0.46786 0.03975
C 0.74969 -0.84440 -0.02001
H -1.50929 -2.44401 -0.05395
C -1.66512 -1.38662 -0.05371
H -2.67071 0.47989 -0.14931
C 0.19104 1.86415 0.04171
C 1.55965 1.38195 -0.15018
```

As for the structure (SMILES): O=Cc1c(O)cccc1O. The total charge is 0. Its HOMO energy is -8.7922 eV. Its lowest unoccupied orbital energy is -0.4 eV. The energy relative to the best compared isomer or geometry (same formula, charge and spin) is 26.86 kcal/mol. The calculation puts the HOMO-LUMO gap at 8.4 eV. The calculation puts the total energy at -13497.36842 eV.